ORCA calculation (ωB97M-V/def2-TZVPD) on a structure of composition C51H79AsO4SSbSiTeTi in a non-equilibrium geometry.

```
140
Properties=species:S:1:pos:R:3:forces:R:3
Ti -0.320561 0.082202 0.989876 -0.13 -0.86 -1.19
S 2.046129 0.002476 1.119860 -0.30 -0.01 0.37
C 3.011419 1.100470 0.123521 0.06 0.00 -0.04
C 4.385160 0.895370 0.019886 -0.05 0.00 -0.01
C 5.146041 1.772448 -0.735513 0.00 0.05 -0.03
C 4.557847 2.855595 -1.378977 -0.02 -0.01 0.01
C 3.192522 3.072527 -1.263919 0.01 -0.03 0.05
C 2.429017 2.193497 -0.506385 0.05 -0.07 -0.08
As 0.546797 2.297042 -0.215208 0.11 0.51 0.67
C -0.025409 3.703330 -1.396288 -0.08 -0.08 -0.14
C -0.441961 3.363429 -2.680798 0.02 -0.02 -0.06
C -0.776181 4.360931 -3.584874 0.01 -0.06 0.04
C -0.699061 5.692941 -3.205787 0.00 -0.01 0.02
C -0.281780 6.030100 -1.926982 0.01 -0.01 0.03
C 0.056179 5.038076 -1.016509 0.05 0.06 0.05
C 0.441204 3.180773 1.547828 0.11 0.16 -0.34
C -0.771279 3.746982 1.933024 -0.14 -0.04 -0.06
C -0.834246 4.546190 3.066555 -0.06 -0.03 -0.02
C 0.305354 4.771700 3.821372 0.04 -0.04 0.04
C 1.507798 4.178646 3.458589 -0.04 0.00 0.01
C 1.578285 3.386350 2.323901 0.08 -0.06 -0.03
H 4.848547 0.056654 0.522207 0.00 -0.02 0.01
H 6.210716 1.608668 -0.825218 0.04 -0.01 0.00
H 5.163880 3.530390 -1.966615 0.02 0.02 -0.02
H 2.726039 3.917447 -1.756575 0.00 -0.02 0.01
H -0.510286 2.322203 -2.982293 0.00 0.08 0.05
H -1.098802 4.096533 -4.582103 -0.02 -0.01 -0.03
H -0.965675 6.469418 -3.907915 -0.01 0.04 -0.04
H -0.215636 7.068537 -1.633887 -0.01 0.03 0.01
H 0.383257 5.314495 -0.018550 -0.04 -0.06 -0.10
H -1.662697 3.595749 1.328936 0.11 0.02 0.07
H -1.774138 5.002220 3.348594 -0.01 0.00 0.00
H 0.257357 5.401776 4.698880 0.00 0.02 0.03
H 2.396984 4.343803 4.050903 0.03 0.01 0.03
H 2.527931 2.948620 2.036037 -0.05 0.03 0.00
C -8.522125 -0.313077 0.619438 -0.05 -0.02 -0.01
C -7.074559 0.011805 0.392722 -0.03 0.00 0.04
C -6.572522 0.207665 -0.881890 0.10 0.03 -0.04
C -5.235078 0.520756 -1.114934 -0.09 -0.05 0.14
C -4.831479 0.829184 -2.530235 0.04 -0.01 -0.05
C -4.369147 0.601057 -0.013298 -0.07 -0.13 -0.11
Te -2.351333 1.096251 -0.437686 0.06 0.32 0.02
C -4.866828 0.488587 1.287860 -0.08 -0.02 -0.07
C -4.022572 0.755037 2.490639 0.17 -0.03 0.13
C -6.210090 0.179687 1.463871 0.05 -0.01 0.01
H -9.006601 -0.632174 -0.300761 -0.01 -0.01 -0.04
H -9.060474 0.558530 0.992899 -0.01 0.04 0.02
H -8.635675 -1.106543 1.356645 0.00 -0.03 0.03
H -7.239765 0.131401 -1.730901 -0.05 -0.01 -0.05
H -5.690790 0.724564 -3.189125 -0.01 -0.01 -0.03
H -4.047838 0.173549 -2.901165 0.11 -0.08 -0.03
H -4.466164 1.853357 -2.622703 0.03 0.03 0.02
H -3.127653 0.136951 2.514778 -0.08 0.02 0.01
H -4.592122 0.570561 3.398661 0.01 0.00 0.06
H -3.681958 1.794490 2.512732 -0.01 0.00 -0.03
H -6.590625 0.079815 2.472925 -0.03 0.00 0.07
C -0.313843 1.897507 6.110227 -0.02 0.02 0.11
C -1.602227 1.129501 5.858165 0.06 0.04 -0.07
C -2.777254 2.086241 5.708782 0.09 -0.02 0.01
C -1.868531 0.127405 6.968041 -0.05 0.06 0.10
O -1.479385 0.458325 4.589721 -0.19 0.04 -0.04
Si -0.714691 -0.854092 4.047814 -0.16 -0.13 -0.16
O -1.016399 -0.734656 2.382418 0.43 -0.04 0.67
O -1.200517 -2.246752 4.710978 0.08 0.02 -0.35
C -2.385892 -3.067616 4.773546 0.12 0.10 0.15
C -2.565237 -3.437276 6.237867 -0.07 -0.05 -0.02
C -2.113621 -4.308916 3.943512 -0.03 0.01 -0.03
C -3.585392 -2.309030 4.238376 -0.07 -0.05 -0.01
O 0.887141 -0.780556 4.140783 0.00 0.20 0.05
C 1.966440 -1.323714 4.920648 -0.02 -0.01 -0.08
C 1.484356 -1.781683 6.286516 0.12 -0.10 0.07
C 2.531034 -2.496204 4.134573 0.07 -0.01 0.07
C 2.989060 -0.202796 5.043194 0.02 -0.07 0.00
H -0.444574 2.591794 6.941387 0.01 0.01 0.02
H -0.041896 2.460714 5.222226 0.01 0.08 -0.09
H 0.508531 1.228075 6.356678 0.02 -0.08 0.00
H -2.960838 2.613265 6.644780 0.01 0.02 0.03
H -3.677817 1.537745 5.440251 -0.06 -0.05 -0.01
H -2.574195 2.819852 4.928972 0.03 0.01 -0.04
H -1.879119 0.644690 7.928149 -0.02 -0.01 0.03
H -1.099331 -0.643069 7.008367 0.02 -0.01 -0.02
H -2.836213 -0.355585 6.834751 -0.03 0.00 -0.03
H -1.647706 -3.878500 6.624459 0.04 -0.03 0.01
H -3.368458 -4.164705 6.347576 -0.05 -0.04 0.00
H -2.811386 -2.565910 6.840475 0.01 0.04 0.00
H -1.878634 -4.026048 2.920197 -0.04 0.01 0.03
H -1.271969 -4.867780 4.350275 0.06 -0.01 0.03
H -2.987713 -4.957748 3.929874 -0.06 -0.05 0.02
H -3.706054 -1.356416 4.751023 0.01 0.06 0.06
H -4.491331 -2.895526 4.387553 -0.05 -0.03 0.00
H -3.482313 -2.118598 3.170215 0.03 0.03 -0.09
H 0.697125 -2.529106 6.199023 0.01 0.01 -0.03
H 1.117752 -0.945906 6.879434 -0.04 0.10 0.02
H 2.320271 -2.226206 6.827015 0.02 0.00 0.05
H 1.768116 -3.262983 3.998199 -0.06 -0.03 0.01
H 3.371888 -2.941280 4.665676 0.05 -0.02 0.02
H 2.874930 -2.163586 3.156974 0.01 0.05 0.03
H 2.583460 0.625533 5.623054 -0.02 0.02 0.01
H 3.253770 0.166023 4.052477 0.01 0.00 -0.04
H 3.890921 -0.561925 5.537688 0.04 -0.02 0.03
C 1.223296 -5.109513 -0.753987 -0.05 -0.07 0.02
C 1.073190 -3.924160 0.196155 0.04 -0.10 0.09
C 0.278673 -4.333372 1.434782 -0.10 0.08 0.00
C 2.475450 -3.517163 0.646315 0.02 0.04 -0.13
Sb -0.066473 -2.268843 -0.698839 -0.11 0.28 0.26
C 0.889754 -1.813162 -2.601332 0.09 -0.01 -0.18
C 0.574083 -2.857976 -3.671495 0.01 0.04 -0.02
C 0.422847 -0.436386 -3.072552 -0.02 0.10 0.19
C 2.403890 -1.764168 -2.390714 0.00 -0.01 0.10
C -2.062167 -3.093376 -1.099566 -0.09 -0.12 0.07
C -2.055069 -4.573974 -1.465416 0.00 -0.01 0.00
C -2.875680 -2.898508 0.181562 0.06 0.05 0.06
C -2.733865 -2.317207 -2.224117 0.02 0.13 -0.05
H 1.817785 -5.873458 -0.243858 0.00 -0.04 0.03
H 1.767120 -4.845554 -1.658399 0.04 0.04 -0.07
H 0.278548 -5.567978 -1.033955 0.03 0.02 -0.03
H 0.803121 -5.144738 1.946906 0.03 -0.04 0.01
H -0.720637 -4.695115 1.193272 0.02 -0.01 -0.03
H 0.181531 -3.508739 2.147558 0.02 -0.01 -0.04
H 2.833954 -4.282978 1.339531 0.05 -0.05 0.00
H 2.509866 -2.568160 1.164571 -0.05 0.10 0.04
H 3.179019 -3.478393 -0.183753 -0.01 0.06 -0.06
H -0.459663 -2.822652 -4.001025 -0.14 0.01 0.01
H 0.797288 -3.875336 -3.358176 0.03 -0.06 0.07
H 1.194255 -2.647700 -4.547740 0.02 0.01 -0.03
H -0.663957 -0.342772 -3.123310 0.00 -0.02 0.01
H 0.824235 -0.252535 -4.071861 0.04 0.02 -0.07
H 0.806893 0.353677 -2.414656 -0.07 -0.11 -0.06
H 2.832581 -2.759843 -2.291397 0.01 -0.07 0.06
H 2.694266 -1.172502 -1.521125 -0.01 0.03 0.01
H 2.861098 -1.302338 -3.269279 0.03 0.01 -0.06
H -1.700345 -5.206042 -0.653939 -0.01 -0.01 0.03
H -1.465622 -4.783919 -2.356798 0.06 0.01 -0.05
H -3.083868 -4.875372 -1.679529 -0.06 -0.01 -0.01
H -3.898214 -3.243120 0.007354 -0.06 -0.03 -0.02
H -2.472375 -3.476201 1.012409 0.00 0.02 0.03
H -2.936208 -1.852376 0.489423 0.01 0.01 -0.03
H -2.361950 -2.589174 -3.208926 0.10 -0.03 -0.05
H -2.631688 -1.240481 -2.098762 -0.03 0.03 0.00
H -3.801974 -2.548142 -2.208786 -0.07 0.00 -0.01
```
Positions in Å, forces in eV/Å.

Charge = +1
Max |F| = 1.479 eV Å⁻¹
2S+1 = 1
Electronic energy = -6572.9708 Ha